Entry 1:
A 4-piece molecular cluster, C43H85BrClF3IN2O7P overall, computed with ωB97M-V/def2-TZVPD.

Calculated values
HOMO-LUMO gap: 7.56 eV
HOMO energy: -8.69 eV
net charge: 0
multiplicity: 1

Cartesian coordinates (Å):
1 C 0.932 3.915 -2.311
2 C 2.004 2.652 -2.183
3 C 1.392 1.406 -3.058
4 C 1.899 -0.094 -2.512
5 N 1.620 -0.376 -1.093
6 C 1.039 -1.707 -0.695
7 C -0.191 -2.237 -1.693
8 C -1.229 -1.036 -2.184
9 C -2.793 -1.288 -1.677
10 C -3.813 -0.086 -2.169
11 C -4.239 0.794 -0.846
12 C -5.887 0.967 -0.757
13 C -6.687 -0.457 -0.523
14 O -7.299 -0.501 0.841
15 C -6.522 -1.401 1.708
16 C 0.162 -1.268 0.666
17 P 0.178 0.637 1.001
18 O -1.055 1.492 0.142
19 Cl -0.514 0.766 3.053
20 O 0.521 -1.876 1.914
21 C 1.904 -2.148 2.175
22 I 2.947 -0.509 3.283
23 C 1.915 -3.408 3.281
24 C 3.367 -3.617 4.011
25 C 3.621 -5.241 4.317
26 F 2.852 -5.717 5.490
27 F 5.084 -5.407 4.629
28 F 3.394 -6.072 3.076
29 C 2.855 -2.556 0.909
30 O 3.949 -1.626 0.906
31 C 5.294 -2.166 0.956
32 C 6.242 -1.632 2.202
33 C 6.694 -0.061 2.080
34 N 2.085 -2.785 -0.410
35 C 3.148 -2.975 -1.454
36 C 2.771 -3.448 -2.941
37 O 3.243 -2.707 -3.989
38 Br 1.737 -5.036 -3.600
39 C 1.493 -4.186 -0.143
40 O 2.192 -5.337 -0.374
41 O 0.233 -4.491 0.547
42 H 0.963 4.550 -1.328
43 H -0.140 3.463 -2.451
44 H 1.158 4.571 -3.274
45 H 2.296 2.391 -1.081
46 H 2.994 3.011 -2.744
47 H 0.237 1.462 -3.233
48 H 1.885 1.497 -4.142
49 H 3.087 -0.039 -2.638
50 H 1.540 -0.850 -3.323
51 H 2.468 -0.104 -0.556
52 H -0.930 -2.991 -1.148
53 H 0.159 -2.761 -2.664
54 H -0.831 0.042 -1.977
55 H -1.306 -1.107 -3.375
56 H -2.889 -1.555 -0.544
57 H -3.147 -2.262 -2.270
58 H -3.261 0.532 -3.006
59 H -4.774 -0.586 -2.663
60 H -3.683 1.841 -0.955
61 H -3.857 0.272 0.146
62 H -6.316 1.476 -1.720
63 H -6.079 1.627 0.218
64 H -7.589 -0.576 -1.275
65 H -5.957 -1.390 -0.654
66 H -6.647 -2.555 1.435
67 H -5.382 -1.100 1.590
68 H -6.846 -1.254 2.839
69 H -1.003 -1.503 0.533
70 H -1.411 2.179 0.808
71 H 1.466 -4.396 2.844
72 H 1.162 -3.051 4.136
73 H 4.205 -3.310 3.255
74 H 3.489 -3.069 5.038
75 H 3.299 -3.625 1.207
76 H 5.415 -3.326 0.931
77 H 5.849 -1.775 -0.028
78 H 5.778 -1.796 3.264
79 H 7.235 -2.292 2.169
80 H 6.234 0.455 1.136
81 H 7.876 0.029 2.131
82 H 6.293 0.492 3.053
83 H 4.034 -3.682 -1.069
84 H 3.721 -1.932 -1.595
85 C -0.551 10.483 -5.661
86 C 0.237 9.330 -5.056
87 C -0.147 7.965 -5.633
88 C -1.597 7.533 -5.391
89 C -2.027 7.472 -3.922
90 C -1.243 6.456 -3.106
91 H -1.621 10.394 -5.452
92 H -0.208 11.434 -5.241
93 H -0.412 10.523 -6.746
94 H 0.117 9.335 -3.968
95 H 1.303 9.500 -5.248
96 H 0.532 7.209 -5.223
97 H 0.033 7.975 -6.716
98 H -1.742 6.544 -5.843
99 H -2.274 8.209 -5.926
100 H -3.090 7.202 -3.884
101 H -1.945 8.460 -3.457
102 H -1.345 5.453 -3.531
103 H -1.620 6.429 -2.079
104 H -0.180 6.707 -3.063
105 C 0.945 4.995 8.455
106 C 1.800 3.772 8.754
107 C 2.591 3.276 7.541
108 C 1.747 2.802 6.353
109 C 0.755 1.677 6.660
110 C 1.425 0.391 7.117
111 H 0.179 4.779 7.705
112 H 0.434 5.327 9.364
113 H 1.562 5.823 8.092
114 H 1.169 2.972 9.155
115 H 2.509 4.031 9.548
116 H 3.254 2.465 7.864
117 H 3.252 4.082 7.195
118 H 2.426 2.469 5.559
119 H 1.194 3.653 5.937
120 H 0.181 1.465 5.750
121 H 0.028 2.001 7.412
122 H 2.127 0.026 6.360
123 H 0.673 -0.386 7.283
124 H 1.969 0.530 8.056
125 C -2.023 -6.644 -0.498
126 C -1.649 -6.781 -1.967
127 C -2.092 -5.589 -2.819
128 C -3.605 -5.354 -2.887
129 C -4.429 -6.535 -3.408
130 C -4.094 -6.918 -4.841
131 H -3.107 -6.603 -0.360
132 H -1.649 -7.504 0.066
133 H -1.584 -5.739 -0.067
134 H -2.064 -7.713 -2.366
135 H -0.560 -6.874 -2.040
136 H -1.697 -5.718 -3.833
137 H -1.620 -4.679 -2.427
138 H -3.790 -4.483 -3.528
139 H -3.976 -5.080 -1.893
140 H -5.491 -6.263 -3.361
141 H -4.307 -7.406 -2.756
142 H -4.249 -6.072 -5.518
143 H -4.739 -7.738 -5.171
144 H -3.057 -7.253 -4.938

---

Entry 2:
A 8-piece molecular cluster, C43H88N2O16 overall, computed with ωB97M-V/def2-TZVPD.

Calculated values
HOMO-LUMO gap: 6.89 eV
HOMO energy: -8.17 eV
net charge: 0
multiplicity: 1

Cartesian coordinates (Å):
1 C 1.621 6.624 -0.035
2 C 0.659 5.948 1.111
3 C 1.459 5.307 2.394
4 O 1.328 5.939 3.594
5 O 2.292 4.089 2.383
6 C 1.459 3.028 3.039
7 C 1.914 1.584 2.329
8 C 1.596 1.782 0.708
9 C 2.781 1.927 -0.418
10 C 2.291 2.170 -1.988
11 C 3.522 2.364 -3.091
12 C 3.379 1.235 -4.309
13 C 0.697 2.255 -2.452
14 N 0.404 2.489 -3.907
15 C -1.069 2.558 -4.192
16 C -2.197 2.400 -3.029
17 N -1.955 2.140 -1.568
18 C -0.472 2.095 -1.334
19 C 0.025 1.867 0.242
20 H 2.213 5.859 -0.698
21 H 2.348 7.445 0.419
22 H 0.906 7.215 -0.785
23 H -0.060 6.798 1.537
24 H -0.022 5.140 0.594
25 H 1.579 3.010 4.204
26 H 0.335 3.288 2.760
27 H 3.066 1.353 2.525
28 H 1.319 0.666 2.753
29 H 3.922 1.861 -0.088
30 H 3.434 3.468 -3.478
31 H 4.585 2.276 -2.555
32 H 2.420 0.591 -4.011
33 H 3.187 1.850 -5.287
34 H 4.341 0.570 -4.371
35 H -1.434 2.762 -5.304
36 H -3.336 2.497 -3.371
37 H -0.797 1.779 1.071
38 C -0.238 -3.212 5.815
39 O 0.426 -4.188 5.020
40 C 0.202 -3.992 3.621
41 C 1.412 -3.333 2.952
42 O 1.589 -1.989 3.408
43 C 2.634 -1.879 4.368
44 H 0.147 -3.281 6.835
45 H -0.061 -2.199 5.446
46 H -1.315 -3.419 5.829
47 H -0.710 -3.409 3.449
48 H 0.054 -4.984 3.181
49 H 1.231 -3.283 1.873
50 H 2.321 -3.924 3.111
51 H 3.604 -1.970 3.869
52 H 2.549 -2.638 5.151
53 H 2.571 -0.892 4.833
54 C -3.160 7.642 0.567
55 O -2.529 7.291 1.793
56 C -2.574 8.354 2.750
57 C -3.659 8.107 3.803
58 O -4.967 8.179 3.227
59 C -5.529 6.891 3.005
60 H -3.287 6.733 -0.026
61 H -4.144 8.089 0.730
62 H -2.523 8.340 0.011
63 H -2.718 9.321 2.254
64 H -1.600 8.374 3.249
65 H -3.600 8.897 4.559
66 H -3.506 7.147 4.309
67 H -5.838 6.454 3.960
68 H -4.827 6.221 2.501
69 H -6.413 7.006 2.371
70 C -2.490 -1.795 -4.160
71 O -1.985 -1.272 -5.384
72 C -0.681 -0.702 -5.231
73 C 0.403 -1.650 -5.754
74 O 0.503 -2.823 -4.941
75 C -0.129 -3.948 -5.541
76 H -3.371 -2.402 -4.385
77 H -1.756 -2.426 -3.653
78 H -2.789 -0.971 -3.502
79 H -0.494 -0.427 -4.187
80 H -0.663 0.215 -5.829
81 H 1.371 -1.140 -5.698
82 H 0.224 -1.913 -6.803
83 H 0.484 -4.318 -6.369
84 H -1.133 -3.707 -5.903
85 H -0.212 -4.737 -4.788
86 C -8.497 -0.258 -6.057
87 O -8.253 0.897 -5.262
88 C -7.722 0.566 -3.975
89 C -6.210 0.807 -3.919
90 O -5.507 -0.107 -4.766
91 C -5.099 0.497 -5.989
92 H -8.685 0.066 -7.084
93 H -7.642 -0.938 -6.060
94 H -9.386 -0.781 -5.684
95 H -7.967 -0.468 -3.704
96 H -8.210 1.227 -3.251
97 H -5.864 0.625 -2.896
98 H -5.967 1.845 -4.175
99 H -4.256 1.169 -5.804
100 H -5.916 1.049 -6.463
101 H -4.774 -0.294 -6.671
102 C 4.854 1.912 5.802
103 O 5.182 0.768 5.021
104 C 6.424 0.924 4.326
105 C 7.551 0.162 5.029
106 O 7.856 0.742 6.301
107 C 7.298 -0.002 7.379
108 H 4.028 1.647 6.468
109 H 5.698 2.242 6.413
110 H 4.530 2.727 5.145
111 H 6.677 1.985 4.211
112 H 6.284 0.501 3.326
113 H 8.458 0.238 4.419
114 H 7.305 -0.901 5.132
115 H 7.868 -0.926 7.523
116 H 6.244 -0.241 7.207
117 H 7.373 0.601 8.288
118 C -4.970 -7.744 6.017
119 O -4.725 -6.590 6.812
120 C -4.194 -6.920 8.099
121 C -2.683 -6.679 8.155
122 O -1.980 -7.594 7.308
123 C -1.572 -6.990 6.085
124 H -5.157 -7.420 4.990
125 H -4.115 -8.425 6.014
126 H -5.858 -8.267 6.390
127 H -4.439 -7.954 8.370
128 H -4.682 -6.260 8.823
129 H -2.336 -6.862 9.178
130 H -2.439 -5.642 7.899
131 H -0.728 -6.317 6.270
132 H -2.388 -6.437 5.611
133 H -1.247 -7.780 5.404
134 C 4.003 -1.980 -8.342
135 O 4.384 -2.464 -7.059
136 C 3.486 -3.465 -6.569
137 C 4.076 -4.869 -6.734
138 O 4.185 -5.227 -8.115
139 C 5.518 -5.104 -8.600
140 H 4.834 -1.396 -8.748
141 H 3.783 -2.796 -9.035
142 H 3.127 -1.328 -8.246
143 H 2.508 -3.388 -7.060
144 H 3.342 -3.268 -5.502
145 H 3.397 -5.591 -6.270
146 H 5.047 -4.950 -6.231
147 H 6.129 -5.924 -8.210
148 H 5.965 -4.145 -8.323
149 H 5.494 -5.174 -9.691

---

Entry 3:
A 12-piece molecular cluster, C43H95N2O30P5S5 overall, computed with ωB97M-V/def2-TZVPD.

Calculated values
HOMO-LUMO gap: 8.19 eV
HOMO energy: -8.17 eV
net charge: 0
multiplicity: 1

Cartesian coordinates (Å):
1 C -4.287 -4.589 5.634
2 O -3.003 -4.836 4.985
3 P -2.135 -3.594 4.499
4 O -2.738 -2.268 4.591
5 O -0.845 -3.812 5.383
6 C 0.344 -3.086 5.096
7 O -1.701 -4.054 3.044
8 C -2.744 -4.035 2.087
9 H -4.774 -5.504 5.965
10 H -4.951 -4.069 4.932
11 H -4.192 -3.979 6.540
12 H 0.094 -2.081 4.762
13 H 0.979 -3.576 4.361
14 H 0.899 -2.984 6.028
15 H -3.685 -4.291 2.596
16 H -2.608 -4.822 1.349
17 H -2.855 -3.083 1.569
18 C -0.240 5.727 -2.164
19 O -0.778 5.186 -0.933
20 P -0.591 5.883 0.470
21 O -0.867 7.309 0.470
22 O -1.492 4.990 1.408
23 C -2.879 4.859 1.084
24 O 0.845 5.469 0.940
25 C 1.202 4.121 1.095
26 H 0.089 6.761 -2.003
27 H -1.081 5.791 -2.841
28 H 0.576 5.118 -2.531
29 H -3.112 3.791 1.063
30 H -3.153 5.273 0.113
31 H -3.497 5.315 1.856
32 H 1.656 3.979 2.070
33 H 1.892 3.707 0.356
34 H 0.361 3.426 0.983
35 C 2.072 0.464 5.463
36 O 1.092 1.219 4.806
37 P 0.923 2.754 5.102
38 O 0.589 3.101 6.476
39 O -0.114 3.200 4.005
40 C -1.513 2.939 4.321
41 O 2.269 3.381 4.562
42 C 2.746 4.638 5.073
43 H 2.847 0.123 4.778
44 H 1.634 -0.393 5.982
45 H 2.584 1.018 6.261
46 H -1.927 3.826 4.802
47 H -1.650 2.119 5.033
48 H -2.089 2.690 3.434
49 H 3.482 4.552 5.870
50 H 1.942 5.276 5.479
51 H 3.108 5.243 4.235
52 C 6.137 6.917 -1.981
53 O 5.171 5.993 -1.471
54 P 4.349 5.082 -2.458
55 O 5.151 4.307 -3.387
56 O 3.445 4.324 -1.427
57 C 2.953 3.033 -1.797
58 O 3.266 5.992 -3.170
59 C 3.569 6.797 -4.313
60 H 7.125 6.690 -1.583
61 H 5.874 7.940 -1.708
62 H 6.219 6.878 -3.072
63 H 3.236 2.256 -1.080
64 H 3.358 2.704 -2.759
65 H 1.861 3.056 -1.849
66 H 2.633 7.077 -4.778
67 H 4.215 6.263 -5.016
68 H 4.128 7.689 -4.015
69 C -5.563 -2.559 -4.040
70 O -5.037 -1.744 -2.973
71 P -3.626 -2.129 -2.352
72 O -3.298 -1.206 -1.284
73 O -3.798 -3.658 -1.962
74 C -4.773 -3.952 -0.972
75 O -2.652 -2.190 -3.576
76 C -1.461 -3.028 -3.570
77 H -6.294 -3.251 -3.600
78 H -4.812 -3.208 -4.494
79 H -6.055 -1.961 -4.798
80 H -5.162 -3.048 -0.510
81 H -4.295 -4.584 -0.225
82 H -5.572 -4.544 -1.416
83 H -0.557 -2.439 -3.570
84 H -1.614 -3.646 -4.451
85 H -1.452 -3.749 -2.753
86 O -3.699 2.171 3.209
87 S -4.530 1.576 2.196
88 O -4.556 2.140 0.871
89 C -4.176 -0.214 2.089
90 C -5.544 -0.872 2.227
91 C -6.429 -0.028 3.150
92 C -6.245 1.443 2.789
93 H -3.621 -0.441 2.998
94 H -3.664 -0.374 1.149
95 H -6.068 -0.932 1.264
96 H -5.423 -1.889 2.602
97 H -6.085 -0.146 4.189
98 H -7.458 -0.380 3.190
99 H -6.277 2.126 3.629
100 H -6.850 1.717 1.926
101 O -1.867 3.761 -3.697
102 S -1.895 2.483 -3.037
103 O -0.639 1.967 -2.530
104 C -3.125 2.517 -1.728
105 C -4.363 2.439 -2.550
106 C -4.248 1.279 -3.550
107 C -2.784 1.232 -4.021
108 H -3.004 3.423 -1.151
109 H -2.870 1.590 -1.214
110 H -5.257 2.272 -1.930
111 H -4.641 3.404 -2.977
112 H -4.940 1.543 -4.350
113 H -4.476 0.288 -3.171
114 H -2.605 1.424 -5.075
115 H -2.306 0.298 -3.727
116 O 1.737 -3.681 -0.902
117 S 0.696 -4.549 -0.390
118 O -0.704 -4.206 -0.426
119 C 0.923 -6.198 -1.086
120 C 1.457 -7.113 0.028
121 C 2.011 -6.254 1.158
122 C 1.136 -5.027 1.317
123 H 1.494 -6.086 -2.010
124 H -0.063 -6.523 -1.417
125 H 0.580 -7.700 0.303
126 H 2.196 -7.793 -0.390
127 H 3.045 -5.985 0.919
128 H 2.122 -6.764 2.116
129 H 1.529 -4.090 1.715
130 H 0.198 -5.262 1.821
131 O 1.233 -2.712 -5.912
132 S 1.662 -1.392 -6.288
133 O 1.574 -0.956 -7.658
134 C 0.844 -0.181 -5.205
135 C 1.924 0.696 -4.634
136 C 3.209 -0.132 -4.549
137 C 3.349 -1.049 -5.745
138 H 0.424 -0.817 -4.423
139 H 0.070 0.280 -5.808
140 H 2.151 1.586 -5.240
141 H 1.637 1.180 -3.697
142 H 3.166 -0.811 -3.686
143 H 4.084 0.489 -4.360
144 H 3.851 -1.981 -5.483
145 H 3.941 -0.650 -6.567
146 O 0.300 -1.432 2.437
147 S -0.086 -0.208 1.777
148 O -1.236 0.531 2.228
149 C 1.362 0.871 1.566
150 C 1.451 1.092 0.080
151 C 1.033 -0.213 -0.624
152 C -0.326 -0.497 -0.018
153 H 2.133 0.217 1.970
154 H 1.209 1.743 2.195
155 H 0.728 1.860 -0.217
156 H 2.435 1.476 -0.199
157 H 1.758 -1.001 -0.405
158 H 1.009 0.029 -1.687
159 H -0.736 -1.492 -0.164
160 H -1.019 0.296 -0.290
161 C 5.943 -1.597 -2.409
162 C 6.003 -2.803 -3.140
163 C 4.915 -3.567 -2.791
164 N 4.219 -2.848 -1.869
165 C 4.751 -1.607 -1.719
166 H 6.597 -0.761 -2.594
167 H 6.805 -3.116 -3.789
168 H 4.595 -4.538 -3.114
169 H 3.325 -3.122 -1.432
170 H 4.185 -0.872 -1.174
171 C 4.451 -4.072 2.526
172 C 4.006 -2.862 1.922
173 C 3.764 -1.980 2.949
174 N 3.983 -2.627 4.137
175 C 4.392 -3.923 3.892
176 H 4.895 -4.940 2.061
177 H 3.913 -2.669 0.872
178 H 3.397 -0.974 2.904
179 H 3.860 -2.249 5.052
180 H 4.762 -4.579 4.660